The following is a quantum chemistry calculation of the molecule C2H2OS3, from the OMol25 dataset.

Output
Molar mass, g mol⁻¹: 138.238
Energy, Eh: -1347.132065
Frontier orbital gap (spin up / spin down), eV: 6.85 / 6.94
Net charge: 0
Energy relative to the best compared isomer or geometry (same formula, charge and spin), kJ/mol: 156.22

Each line ends with the Löwdin charge.
CARTESIAN COORDINATES (ANGSTROEM)
C1 -0.58647 0.65029 -0.80332  -0.463
C2 -0.19674 0.37148 0.46815  -0.522
O1 0.43805 -1.55745 -1.35891  -0.705
S1 -0.17074 -0.39829 -2.06338  0.921
S2 1.31140 -0.63509 2.65549  0.163
S3 0.64622 -1.06509 0.89349  0.482
H1 -1.09805 1.56016 -1.06484  0.070
H2 -0.34366 1.07399 1.27332  0.054